[1]
{
  "formula": "C6H16NO",
  "method": "ωB97M-V/def2-TZVPD",
  "elements": ["O", "C", "H", "C", "H", "H", "H", "H", "H", "H", "C", "H", "C", "H", "H", "C", "H", "H", "H", "H", "N", "H", "H", "C"],
  "coordinates": [[-0.6618, -2.6553, 2.0214], [0.4314, 1.1981, -0.7885], [1.3698, -0.9661, -0.3917], [1.0118, 1.1956, -2.2228], [-0.6465, 2.9152, -1.3716], [-1.8177, -2.2648, 0.4088], [-1.3792, 0.1124, 1.0091], [1.2681, 1.8208, -0.2860], [0.4659, 0.5981, -2.8508], [-0.0924, -0.8864, 2.9251], [-0.8977, 2.0044, -0.9314], [-1.7420, 1.6597, -1.4529], [-0.4266, -0.5223, 0.8394], [0.0548, -0.9737, -1.2269], [1.4070, -0.5088, 2.1753], [-0.7653, -2.0652, 0.6772], [0.9890, 2.1931, -2.5394], [2.0804, 0.9741, -2.1331], [0.2121, 0.8247, 2.5235], [0.0382, -2.5234, -0.0701], [0.3761, -0.2088, 2.1918], [-0.5113, -3.6469, 1.8108], [-1.1520, 2.0130, 0.0997], [0.3881, -0.2874, -0.4171]],
  "atomic_forces_ev_per_a": [[0.824, -2.309, -1.905], [1.974, 0.106, -3.324], [-1.033, 2.250, 0.761], [2.134, 0.895, 2.609], [0.336, 1.783, -0.076], [0.649, 0.536, -0.699], [1.636, -1.060, -0.686], [-1.830, -1.011, 0.211], [-1.071, -1.614, -1.707], [1.048, 1.414, -1.521], [1.770, -1.830, 2.442], [-0.698, -1.380, -0.976], [-0.882, -1.165, 0.158], [-1.124, 1.170, 0.118], [-1.791, 0.911, -0.159], [1.076, -0.382, 1.675], [-0.089, 1.448, -0.932], [-0.155, -0.579, -0.589], [0.758, -2.500, -0.927], [-1.953, 0.633, 1.735], [-0.906, -0.824, 1.099], [-0.430, 2.297, 1.102], [-1.157, 1.360, 0.951], [0.911, -0.150, 0.639]],
  "nbo_charge": [-0.7646, -0.2349, 0.2452, -0.5843, 0.2322, 0.2260, 0.2407, 0.2189, 0.2030, 0.4841, -0.6078, 0.2267, -0.0550, 0.2578, 0.4566, -0.0874, 0.2113, 0.2056, 0.4634, 0.1895, -0.7551, 0.5065, 0.1838, -0.4623],
  "e_lumo_ev": -3.50,
  "e_above_lowest_kj_mol": 305.7,
  "spin_multiplicity": 1,
  "charge": 1,
  "homo_ha": -0.5225,
  "total_energy_ev": -10010.144,
  "gap_ev": 10.718,
  "smiles": "CC(C)C[C@H]([NH3+])CO"
}



[2]
{
  "formula": "C22H41BN7O3",
  "method": "ωB97M-V/def2-TZVPD",
  "elements": ["C", "H", "C", "H", "H", "H", "H", "C", "H", "C", "H", "H", "O", "O", "H", "H", "N", "H", "N", "H", "C", "H", "H", "H", "C", "O", "N", "H", "H", "C", "C", "C", "H", "H", "B", "H", "H", "C", "C", "H", "C", "H", "H", "N", "H", "N", "C", "C", "H", "H", "H", "C", "H", "H", "N", "H", "C", "C", "H", "C", "C", "H", "H", "C", "C", "H", "H", "H", "N", "H", "C", "H", "H", "H"],
  "coordinates": [[-1.9427, 2.1580, 3.6425], [-2.3477, -5.6164, -3.5853], [-1.5616, -4.6009, 1.4248], [2.9394, 3.8871, -2.6222], [-1.4828, -0.8237, 3.7521], [0.5330, 8.6863, -5.2560], [-1.6237, -0.1603, 1.4157], [1.6173, -2.7881, 1.8049], [2.0937, 2.3098, -0.1394], [-2.3283, -4.5660, 2.7531], [-0.8137, 5.3285, 3.2058], [-2.6226, 4.0245, 4.2816], [-0.8068, -1.5095, 3.5900], [0.1116, -6.5431, -0.1743], [-0.3641, 7.2003, -5.5163], [4.8502, 3.6809, -1.0161], [-2.1403, 1.0692, 3.3216], [1.0793, -6.8190, 1.5440], [3.5468, 4.2624, 1.7873], [-2.5183, -3.5560, 3.1199], [2.3587, 2.4000, -1.1956], [-0.2725, -4.8200, -1.2474], [1.5787, 7.7241, -3.2014], [2.6898, 7.4307, -5.5509], [-3.7111, -5.2282, 2.5779], [-3.8474, -6.4162, 2.4864], [0.2599, -2.8819, 1.8773], [-1.6139, 4.3152, 2.0177], [-2.0990, -3.9985, 0.6863], [0.5689, 7.6044, -5.1195], [0.6645, 7.2998, -3.6202], [-2.1774, -6.0041, -2.5828], [-1.0572, 3.5375, 4.9346], [-1.5472, -5.6321, 1.0797], [-0.7038, -1.7702, 2.2796], [-0.2732, -6.5712, -3.3919], [-1.8244, -5.0967, 3.5625], [0.1214, -5.8305, -1.4140], [2.7466, 3.8282, -1.5538], [-0.8457, -7.6105, -2.0529], [-0.7534, -6.5889, -2.4158], [-0.1828, 7.7351, -3.0902], [1.7729, 5.9482, -5.8562], [-1.4371, -1.1321, 1.2003], [1.4915, 2.0893, -1.7787], [0.6720, 4.7102, -3.2120], [1.7388, 7.0372, -5.9158], [3.9900, 4.3148, -0.7949], [4.2390, 5.3342, -1.0908], [-2.9119, -6.8004, -2.4544], [-4.9073, -3.8547, 3.4439], [-0.9694, 4.2938, 2.8990], [2.0766, -6.1900, 0.1859], [3.1762, 1.7054, -1.4047], [-4.8817, -4.3630, 2.5605], [0.8534, 4.2497, 1.7381], [-0.1702, -4.0856, 1.5161], [-1.6754, 3.5437, 4.0359], [3.0770, -4.2552, 1.2155], [0.6670, 5.8494, -3.3866], [1.1105, -6.1430, 0.6909], [1.0474, 3.6457, 3.3803], [2.1854, -1.9131, 2.0518], [0.3721, 3.6728, 2.5244], [3.7485, 4.2921, 0.6532], [0.2501, 2.6530, 2.1509], [1.9121, 4.4839, -1.3426], [-4.7010, -3.6424, 1.8609], [0.9363, -4.7552, 1.1992], [-2.3115, -1.6150, 1.0293], [2.0486, -3.9930, 1.3763], [1.6460, 7.3022, -6.9685], [1.1291, -5.7278, -1.8343], [-2.4190, -5.2321, -1.8500]],
  "atomic_forces_ev_per_a": [[-0.131, -0.387, 0.086], [0.106, 0.222, 0.061], [-0.303, 0.118, 0.392], [0.053, 0.108, 0.002], [0.237, 0.177, -0.010], [-0.052, 0.004, 0.108], [-0.443, -0.022, 0.065], [0.204, -0.370, 0.003], [0.068, 0.017, 0.012], [-0.731, 0.083, 0.306], [-0.096, -0.021, 0.093], [-0.042, -0.095, 0.057], [0.284, -0.057, -0.165], [0.288, 0.265, 0.046], [-0.042, 0.032, 0.087], [0.034, 0.016, 0.057], [0.120, 0.463, 0.247], [0.098, -0.019, -0.016], [0.050, -0.007, -0.508], [0.284, 0.084, -0.141], [-0.049, -0.039, -0.016], [0.073, 0.003, -0.061], [0.008, -0.032, 0.031], [0.004, -0.011, -0.017], [-0.601, -0.373, 0.186], [0.467, 0.498, -0.057], [-1.612, 1.141, 0.900], [-0.091, 0.029, 0.080], [0.020, -0.094, -0.114], [0.140, -0.016, -0.260], [-0.095, -0.135, -0.221], [-0.129, -0.579, 0.035], [-0.005, -0.084, 0.015], [0.114, 0.069, -0.149], [-0.494, 0.491, -0.319], [0.159, -0.260, 0.075], [0.194, -0.129, -0.223], [-0.380, -0.034, -0.716], [0.344, -0.377, 0.303], [0.287, -0.101, -0.186], [-0.592, 0.696, 0.213], [0.020, -0.037, 0.077], [0.006, 0.008, 0.048], [0.517, -0.375, 0.537], [0.023, 0.023, -0.034], [-0.396, 0.686, -0.428], [-0.019, 0.000, -0.002], [-0.276, -0.089, 0.038], [0.064, 0.009, 0.060], [-0.061, 0.085, 0.047], [-0.141, -0.051, 0.021], [0.267, -0.051, -0.246], [0.151, 0.227, 0.232], [-0.014, -0.008, 0.019], [0.746, -0.014, -0.152], [0.053, 0.008, 0.048], [0.987, -0.276, -0.253], [-0.037, 0.097, -0.268], [-0.111, -0.578, -0.219], [-0.068, -0.345, 0.166], [-0.758, -0.595, 0.032], [0.060, 0.014, -0.054], [-0.138, 0.200, 0.094], [-0.126, 0.014, 0.030], [0.173, 0.045, 0.399], [-0.013, -0.006, 0.032], [0.030, 0.120, 0.071], [-0.207, 0.056, 0.026], [0.913, -1.783, -0.818], [-0.032, 0.185, -0.479], [0.343, 1.236, 0.281], [0.026, 0.020, 0.010], [0.169, -0.144, 0.449], [0.100, 0.048, -0.046]],
  "lowdin_charge": [-0.1567, 0.0712, -0.0606, 0.0938, 0.0695, 0.1099, 0.0460, 0.0217, 0.0565, -0.0867, 0.1142, 0.1245, 0.1995, -0.1136, 0.1129, 0.1200, 0.1734, 0.1556, 0.1524, 0.0984, -0.1060, 0.1170, 0.1207, 0.0773, -0.4680, 0.1339, 0.1364, 0.1140, 0.1340, -0.2598, -0.1779, -0.0862, 0.1287, 0.1279, -0.6410, 0.1087, 0.1399, -0.1999, -0.2988, 0.1134, -0.1896, 0.1185, 0.0698, 0.1937, 0.0691, 0.1664, -0.1089, -0.1755, 0.1164, 0.0729, 0.0896, -0.2490, 0.1419, 0.0752, 0.0999, 0.0520, -0.1676, -0.1648, 0.1428, -0.2007, -0.1279, 0.0771, 0.1460, -0.1193, -0.2251, 0.0620, 0.0683, 0.0773, 0.0376, 0.0778, -0.0019, 0.0747, 0.1284, 0.0571],
  "e_lumo_ev": -2.22,
  "spin_multiplicity": 1,
  "charge": 1,
  "homo_ha": -0.4643,
  "total_energy_ev": -40725.125,
  "gap_ev": 10.417
}



[3]
{
  "formula": "C4H9N3O",
  "method": "ωB97M-V/def2-TZVPD",
  "elements": ["O", "H", "C", "C", "H", "C", "N", "C", "H", "H", "N", "H", "N", "H", "H", "H", "H"],
  "coordinates": [[-1.8051, -0.9795, -0.1881], [-0.0892, -2.1673, 0.3174], [-0.6023, 0.5520, 0.8956], [0.8456, -1.6480, 0.1400], [-0.2126, 0.9647, -2.4955], [-0.7625, 1.2579, -1.6127], [0.5812, -0.1965, 0.1462], [-0.7219, 0.5034, -0.5049], [1.6131, -1.8503, 0.8870], [-1.4836, 2.0593, -1.6840], [-0.9540, 0.8137, 2.0562], [1.2331, -1.9175, -0.8425], [1.7714, 0.5784, -0.0136], [-2.6477, -0.5266, -0.0392], [2.0575, 0.9420, 0.8913], [-0.4237, 0.3396, 2.7826], [1.6006, 1.2748, -0.7356]],
  "atomic_forces_ev_per_a": [[0.640, 0.188, -0.183], [0.033, 0.005, 0.134], [0.032, -0.489, 0.766], [-0.168, 0.209, -0.190], [-0.193, -0.152, -0.075], [0.282, 0.091, -0.136], [-0.830, 0.666, -0.201], [0.125, -0.506, 0.356], [-0.156, -0.033, 0.041], [0.145, 0.073, 0.114], [0.328, 0.050, -0.555], [0.000, 0.077, 0.038], [-0.310, -0.715, -0.002], [0.188, -0.031, -0.113], [-0.166, 0.298, -0.354], [0.093, 0.102, -0.056], [-0.043, 0.168, 0.414]],
  "nbo_charge": [-0.9435, 0.2683, 0.4781, -0.4080, 0.2219, -0.6935, -0.1787, 0.2859, 0.2035, 0.2353, -0.6142, 0.2166, -0.6549, 0.4516, 0.3673, 0.3695, 0.3948],
  "e_lumo_ev": 0.59,
  "e_above_lowest_kj_mol": 680.7,
  "spin_multiplicity": 1,
  "charge": 0,
  "homo_ha": -0.2789,
  "total_energy_ev": -10805.407,
  "gap_ev": 8.181
}



> The lowest charge belongs to which entry?

C4H9N3O